Record 1
Molecular formula: C5H5N3
Method: DFT, wB97M-V/def2-TZVPD

Geometry (Å):
N 1.580 2.475 -0.086
C 0.403 1.752 -0.341
C -0.458 0.564 -0.249
C -1.853 0.733 -0.132
N -2.948 0.948 0.127
C 0.186 -0.178 1.053
N 0.525 -1.438 0.298
C 0.098 -0.870 -1.055
H -0.325 -0.179 2.052
H 1.161 0.480 1.341
H 1.442 -1.861 0.344
H -0.700 -1.706 -1.618
H 0.891 -0.719 -1.734

Output
LUMO, eV: -0.31
Orbital gap, eV: 9.36
Spin multiplicity: 1


Record 2
Molecular formula: C5H5N3
Method: DFT, wB97M-V/def2-TZVPD

Geometry (Å):
C -2.253 -0.259 -0.104
N -1.393 -1.353 0.002
C -0.152 -0.850 0.176
N 1.185 -1.242 0.058
C 1.995 -0.056 -0.022
C 1.190 1.078 -0.124
C -0.167 0.541 0.068
N -1.421 0.864 0.015
H -3.305 -0.205 -0.362
H 1.694 -2.180 -0.158
H 2.972 -0.306 -0.193
H 1.405 2.150 0.119
H -1.752 1.819 0.524

Output
LUMO, eV: 0.94
Orbital gap, eV: 8.73
Spin multiplicity: 1


Record 3
Molecular formula: C5H5N3
Method: DFT, wB97M-V/def2-TZVPD

Geometry (Å):
C -1.373 -0.113 -1.516
C -1.212 -1.188 -0.689
C -0.246 -0.739 0.247
C 0.779 -0.993 1.149
C 1.447 0.207 1.508
N 1.030 1.181 0.642
N 0.027 0.527 -0.115
N -0.614 0.951 -1.339
H -2.209 0.057 -2.288
H -1.762 -2.177 -0.731
H 1.077 -1.957 1.596
H 2.503 0.211 2.095
H 0.924 2.213 0.812

Output
LUMO, eV: 0.92
Orbital gap, eV: 8.80
Spin multiplicity: 1


Record 4
Molecular formula: C5H5N3
Method: DFT, wB97M-V/def2-TZVPD

Geometry (Å):
C 1.903 -0.140 0.075
C 1.314 1.082 -0.066
C -0.139 0.645 -0.195
C -2.243 -0.338 0.039
C -0.197 -0.775 -0.293
H 2.928 -0.466 0.402
H 1.821 2.043 -0.153
H -1.675 1.975 0.302
H -3.493 -0.152 0.511
H 1.663 -2.258 -0.249
N -1.544 0.948 -0.215
N -1.482 -1.313 -0.057
N 1.143 -1.251 -0.099

Output
LUMO, eV: 1.00
Orbital gap, eV: 8.92
Spin multiplicity: 1


Record 5
Molecular formula: C5H5N3OS
Method: DFT, wB97M-V/def2-TZVPD

Geometry (Å):
N -0.140 -2.789 1.268
C -0.667 -2.259 0.413
S -1.748 -1.674 -0.778
C -0.791 -0.745 -1.881
O -0.657 0.730 -1.238
N 0.118 0.763 -0.164
C -0.350 0.960 1.151
C 0.776 1.248 1.849
N 1.906 1.164 1.048
C 1.478 0.903 -0.137
H 0.114 -0.991 -2.206
H -1.592 -0.436 -2.679
H -1.357 0.897 1.460
H 0.813 1.595 2.784
H 2.099 0.635 -0.890

Output
LUMO, eV: 0.12
Orbital gap, eV: 9.23
Spin multiplicity: 1


Record 6
Molecular formula: C5H5N3OS
Method: DFT, wB97M-V/def2-TZVPD

Geometry (Å):
C -3.012 0.422 0.086
C 2.244 0.971 -0.710
C 2.191 -0.122 0.153
C 0.369 1.151 0.282
C -1.539 -1.690 -0.473
N -3.821 0.863 0.746
N 1.177 1.773 -0.567
N 0.924 -0.062 0.619
O 0.327 -0.897 1.360
S -1.669 -0.099 -0.893
H 2.987 1.292 -1.446
H 2.737 -1.069 0.229
H -0.199 1.580 1.066
H -2.171 -2.135 0.270
H -0.546 -1.979 -0.722

Output
LUMO (alpha / beta), eV: -0.90 / -1.97
Orbital gap (alpha / beta), eV: 8.24 / 6.34
Spin multiplicity: 1


Record 7
Molecular formula: C5H5N6
Method: DFT, wB97M-V/def2-TZVPD

Geometry (Å):
C 0.403 0.853 -2.222
C 0.091 -0.045 -1.237
C 1.044 2.758 1.756
C 0.498 1.835 -0.246
C -0.224 -0.134 1.150
N 1.269 1.884 2.666
N 0.642 2.050 -1.545
N 1.136 4.026 2.033
N 1.521 2.696 3.715
N 1.421 3.923 3.297
N 0.218 0.522 0.006
H 0.196 0.769 -3.301
H -0.154 -1.107 -1.347
H -0.694 -1.006 0.898
H 0.673 -0.498 1.781
H -0.857 0.519 1.827

Output
LUMO, eV: 3.54
Net charge: -1
Orbital gap, eV: 8.95
Spin multiplicity: 1


Record 8
Molecular formula: C5H5NO
Method: DFT, wB97M-V/def2-TZVPD

Geometry (Å):
O -0.186 -0.938 0.775
C -1.190 -0.277 0.102
C -0.106 -0.488 2.015
C 0.043 0.077 3.063
C -0.762 -0.123 -1.279
C 0.550 0.646 -1.263
N 0.466 -0.641 -1.888
H 0.138 0.638 3.962
H -1.518 0.213 -1.983
H 1.063 0.733 -0.306
H 0.628 1.512 -1.911
H 0.874 -1.353 -1.288

Output
LUMO, eV: 0.09
Orbital gap, eV: 9.27
Spin multiplicity: 1


Record 9
Molecular formula: C5H5NO
Method: DFT, wB97M-V/def2-TZVPD

Geometry (Å):
C 0.575 1.786 -1.506
C 0.504 0.930 -0.664
C 0.269 -0.427 -0.153
C 1.529 -1.115 0.159
N 2.522 -1.676 0.345
C -0.799 -0.542 0.955
O -1.909 0.263 0.666
H 0.594 2.406 -2.372
H -0.141 -0.919 -1.041
H -0.362 -0.319 1.936
H -1.151 -1.577 0.959
H -1.630 1.189 0.715

Output
LUMO, eV: 0.55
Orbital gap, eV: 11.23
Spin multiplicity: 1


Record 10
Molecular formula: C5H5NO
Method: DFT, wB97M-V/def2-TZVPD

Geometry (Å):
O 1.162 2.074 -0.335
C 0.474 1.117 -0.172
C 0.744 -0.342 0.420
C 2.024 -0.909 0.012
C -0.914 0.715 -0.601
C -0.661 -0.685 -0.115
N -1.657 0.139 0.511
H 1.811 -1.812 -0.603
H -1.456 1.100 -1.459
H 0.802 -0.288 1.523
H -0.959 -1.608 -0.602
H -1.370 0.499 1.420

Output
LUMO (alpha / beta), eV: -0.82 / -0.82
Orbital gap (alpha / beta), eV: 8.17 / 8.17
Spin multiplicity: 1


Record 11
Molecular formula: C5H5NO
Method: DFT, wB97M-V/def2-TZVPD

Geometry (Å):
C 2.584 -1.401 1.831
C 2.363 -0.939 0.767
C -2.000 0.735 -0.720
C -0.784 0.006 0.084
C -0.062 0.750 -1.016
N -1.109 1.043 -1.758
O -3.036 1.307 -0.502
H 2.987 -1.737 2.761
H -0.570 0.296 1.088
H -0.891 -1.040 -0.025
H 1.816 -0.665 -0.016
H -1.298 1.645 -2.494

Output
LUMO, eV: 0.53
Orbital gap, eV: 9.71
Spin multiplicity: 1


Record 12
Molecular formula: C5H5NO
Method: DFT, wB97M-V/def2-TZVPD

Geometry (Å):
O -1.328 -1.651 1.276
C -1.044 -0.709 0.682
C -0.636 0.449 0.096
C 0.972 0.486 0.079
C 0.231 0.426 -1.186
C 0.249 -0.729 -2.069
N 0.377 -1.649 -2.760
H 0.252 0.444 2.697
H -1.189 1.342 0.385
H 1.352 -0.514 0.343
H 0.694 0.738 2.167
H 0.070 1.368 -1.711

Output
LUMO, eV: -0.50
Orbital gap, eV: 7.96
Spin multiplicity: 1


Record 13
Molecular formula: C5H5NO
Method: DFT, wB97M-V/def2-TZVPD

Geometry (Å):
O -2.726 0.260 -0.076
N -1.585 -0.677 0.195
C -0.496 -0.121 0.038
C -0.013 1.240 0.269
C 1.342 0.916 -0.018
C 1.747 -0.566 -0.014
C 0.501 -1.181 -0.039
H -3.601 -0.375 -0.188
H -0.514 2.269 -0.230
H 2.285 1.538 -0.158
H 2.814 -1.037 0.038
H 0.248 -2.266 0.183

Output
LUMO, eV: -0.50
Orbital gap, eV: 8.71
Spin multiplicity: 1


Record 14
Molecular formula: C5H5NO
Method: DFT, wB97M-V/def2-TZVPD

Geometry (Å):
N 2.455 -0.438 -1.547
C 1.384 -0.588 -1.133
C 0.036 -0.684 -0.571
C -0.589 0.751 -0.497
C -0.326 0.718 1.011
O -1.164 -0.326 1.495
C 0.099 -0.680 0.970
H -0.534 -1.480 -1.056
H -0.058 1.499 -1.087
H -1.658 0.773 -0.717
H -0.032 1.519 1.681
H 0.740 -1.281 1.605

Output
LUMO, eV: 0.96
Orbital gap, eV: 11.62
Spin multiplicity: 1


Record 15
Molecular formula: C5H5NO
Method: DFT, wB97M-V/def2-TZVPD

Geometry (Å):
O 2.336 -0.721 0.031
C 1.358 -0.293 0.443
C 0.102 0.059 0.855
C -0.521 1.410 0.398
C -0.930 0.221 -0.334
C -0.367 0.074 -1.637
N 0.044 -0.070 -2.717
H -0.094 -2.641 0.024
H -0.204 -0.434 1.776
H 0.137 2.172 -0.025
H -1.173 1.774 1.191
H -0.662 -2.189 -0.145

Output
LUMO (alpha / beta), eV: -0.48 / -0.48
Orbital gap (alpha / beta), eV: 7.91 / 7.91
Spin multiplicity: 1


Record 16
Molecular formula: C5H5NO
Method: DFT, wB97M-V/def2-TZVPD

Geometry (Å):
O -2.266 -0.169 0.009
C -0.931 -0.058 -0.101
C -0.232 1.149 -0.199
C 1.203 1.099 0.034
N 1.804 -0.076 0.031
C 1.138 -1.256 -0.138
C -0.210 -1.220 -0.048
H -2.662 0.675 0.348
H -0.616 2.212 -0.251
H 1.815 1.933 0.212
H 1.662 -2.147 0.016
H -0.706 -2.140 0.089

Output
LUMO, eV: 0.70
Orbital gap, eV: 10.09
Spin multiplicity: 1


Record 17
Molecular formula: C5H5NO
Method: DFT, wB97M-V/def2-TZVPD

Geometry (Å):
C 0.035 1.806 -2.474
C -0.250 1.379 -1.384
C -0.498 0.764 -0.082
O -1.169 1.297 0.780
C 0.047 -0.625 0.064
C 0.660 -1.155 1.325
N -0.708 -1.474 0.987
H 0.323 2.189 -3.430
H 0.342 -1.081 -0.878
H 0.849 -0.514 2.183
H 1.356 -1.987 1.218
H -1.302 -0.826 1.508

Output
LUMO, eV: -0.06
Orbital gap, eV: 9.93
Spin multiplicity: 1


Record 18
Molecular formula: C5H5NO
Method: DFT, wB97M-V/def2-TZVPD

Geometry (Å):
C 0.780 -0.259 0.537
C -0.032 -1.240 0.041
C -1.409 -1.009 -0.172
O -2.127 -0.253 0.720
N -1.835 0.649 -0.352
C -0.781 1.459 -0.102
C 0.393 1.096 0.489
H 1.806 -0.493 0.775
H 0.357 -2.199 -0.258
H -1.998 -1.655 -0.816
H -0.931 2.451 -0.505
H 1.120 1.863 0.718

Output
LUMO, eV: 0.61
Orbital gap, eV: 9.80
Spin multiplicity: 1


Record 19
Molecular formula: C5H5NO
Method: DFT, wB97M-V/def2-TZVPD

Geometry (Å):
O 0.855 0.281 0.457
C 0.457 0.690 -0.775
C 2.087 -0.198 0.528
C 3.165 -0.708 0.645
C -0.997 0.838 -0.704
C -1.670 -0.461 -0.321
N -1.811 0.705 0.508
H 4.126 -1.164 0.727
H -1.442 1.415 -1.508
H -1.026 -1.272 0.016
H -2.542 -0.759 -0.895
H -1.203 0.634 1.321

Output
LUMO, eV: 0.11
Orbital gap, eV: 9.42
Spin multiplicity: 1


Record 20
Molecular formula: C5H5NO
Method: DFT, wB97M-V/def2-TZVPD

Geometry (Å):
O 1.534 -1.934 -1.080
C 1.229 -0.995 -0.388
C -0.111 -0.293 -0.465
C -0.772 -0.099 0.996
C 0.062 1.169 -0.905
C -0.485 1.577 0.234
N -0.963 1.419 1.362
H 1.940 -0.546 0.341
H -0.778 -0.873 -1.112
H -0.112 -0.490 1.773
H -1.760 -0.555 1.035
H 0.233 1.609 -1.871

Output
LUMO, eV: -0.17
Orbital gap, eV: 7.98
Spin multiplicity: 1


Maximum force for the records above, in order: 14.42; 7.54; 4.51; 7.47; 7.64; 3.05; 6.35; 0.76; 1.12; 0.72; 3.75; 1.33; 6.60; 1.18; 1.29; 4.50; 0.59; 1.16; 0.54; 0.65 eV Å⁻¹
Energy for the records above, in order: -357.5692; -357.7238; -357.6832; -357.6730; -831.0827; -831.0068; -521.9562; -323.2754; -323.4175; -323.2991; -323.3115; -323.3136; -323.3188; -323.4326; -323.3348; -323.4943; -323.4026; -323.3855; -323.2849; -323.3483 a.u.